[1]
C38H56BrIN5O2SSi2Sr | wB97M-V/def2-TZVPD

Max |F|   3.871 eV/A
Spin multiplicity   1
E   -157434.4605 eV
Total charge   -1
LUMO level   1.11 eV

CARTESIAN COORDINATES (ANGSTROEM)
Sr (1.624, 1.463, -0.821)
N (0.656, -0.204, -2.489)
C (1.156, -0.902, -3.552)
C (1.583, -2.230, -3.265)
C (2.020, -3.064, -4.230)
C (2.169, -2.650, -5.615)
C (1.855, -1.332, -5.975)
C (1.213, -0.510, -4.965)
C (0.551, 0.750, -5.270)
C (1.230, 1.765, -5.879)
C (0.564, 2.971, -6.173)
C (-0.735, 3.213, -5.746)
C (-1.394, 2.221, -5.047)
C (-0.778, 1.077, -4.745)
H (-1.333, 0.253, -4.300)
H (-0.075, 0.448, -2.842)
H (1.636, -2.449, -2.202)
H (2.297, -4.091, -4.042)
H (2.595, -3.374, -6.322)
H (2.061, -0.972, -7.013)
H (2.180, 1.516, -6.392)
H (1.047, 3.736, -6.756)
H (-1.252, 4.183, -5.799)
H (-2.414, 2.355, -4.835)
N (0.703, 4.207, 0.215)
N (-0.632, 3.932, 0.468)
C (-1.219, 2.849, -0.229)
O (-2.296, 2.468, 0.214)
O (-0.584, 2.402, -1.225)
H (1.426, 4.027, 0.951)
H (0.925, 5.063, -0.264)
H (-1.172, 4.398, 1.187)
C (1.865, -0.821, 5.153)
Si (3.509, 0.018, 4.761)
C (4.858, -0.747, 5.761)
C (3.175, 1.837, 5.107)
C (3.842, -0.286, 2.943)
C (4.843, -1.213, 2.506)
C (4.912, -1.662, 1.166)
C (4.049, -1.154, 0.218)
N (3.117, -0.248, 0.585)
C (2.996, 0.215, 1.845)
S (1.537, 1.097, 2.180)
H (1.627, -0.576, 6.157)
H (1.870, -1.896, 4.921)
H (1.099, -0.227, 4.599)
H (4.464, -0.944, 6.799)
H (5.655, -0.039, 5.937)
H (5.265, -1.722, 5.358)
H (3.225, 2.184, 6.129)
H (2.174, 2.048, 4.698)
H (3.880, 2.494, 4.582)
H (5.614, -1.497, 3.188)
H (5.599, -2.466, 0.879)
H (4.086, -1.524, -0.808)
C (-4.645, -1.118, 3.830)
C (-3.953, -0.345, 2.676)
C (-2.856, 0.577, 3.286)
C (-4.944, 0.669, 1.965)
Si (-3.006, -1.543, 1.437)
Br (-0.915, -0.832, 0.844)
C (-3.766, -1.449, -0.312)
C (-5.212, -2.012, -0.283)
C (-2.963, -2.259, -1.340)
C (-3.819, 0.005, -0.834)
C (-2.628, -3.323, 2.151)
C (-1.698, -3.094, 3.347)
C (-1.974, -4.242, 1.132)
C (-3.912, -3.947, 2.748)
H (-5.057, -0.363, 4.563)
H (-4.047, -1.952, 4.264)
H (-5.518, -1.665, 3.449)
H (-3.274, 1.324, 3.987)
H (-2.288, 1.060, 2.479)
H (-2.131, -0.007, 3.808)
H (-5.461, 1.163, 2.822)
H (-5.750, 0.140, 1.384)
H (-4.410, 1.401, 1.371)
H (-5.334, -3.019, 0.088)
H (-5.493, -2.024, -1.325)
H (-5.936, -1.371, 0.276)
H (-3.185, -3.363, -1.264)
H (-1.919, -2.120, -1.186)
H (-3.278, -2.039, -2.302)
H (-4.888, 0.347, -0.688)
H (-3.585, -0.036, -1.901)
H (-3.150, 0.725, -0.396)
H (-0.653, -3.055, 3.016)
H (-1.803, -3.893, 4.095)
H (-1.872, -2.184, 3.922)
H (-0.958, -3.916, 0.774)
H (-2.688, -4.449, 0.371)
H (-1.861, -5.260, 1.600)
H (-4.912, -3.850, 2.263)
H (-4.103, -3.576, 3.748)
H (-3.738, -4.995, 2.855)
I (4.767, 3.731, 0.318)
C (3.916, 3.915, -1.721)
C (4.293, 4.980, -2.483)
C (4.260, 4.926, -3.912)
C (3.876, 3.706, -4.464)
C (3.517, 2.675, -3.626)
N (3.366, 2.832, -2.311)
H (4.914, 5.790, -2.108)
H (4.578, 5.785, -4.546)
H (3.851, 3.485, -5.583)
H (3.377, 1.673, -3.990)

Atomic partial charges in e from the Löwdin method, atoms 1 to 5: number 1, Sr, carries 1.1783; number 2, N, carries -0.1112; number 3, C, carries -0.3564; number 4, C, carries -0.0844; number 5, C, carries -0.1267



[2]
C6H10O | wB97M-V/def2-TZVPD

Max |F|   0.299 eV/A
Spin multiplicity   1
E   -8427.2538 eV
LUMO level   1.17 eV

CARTESIAN COORDINATES (ANGSTROEM)
C (-2.052, -0.190, 1.462)
C (-1.229, 0.957, 0.954)
C (0.034, 0.871, 0.543)
O (0.747, -0.288, 0.588)
C (1.867, -0.415, -0.273)
C (1.732, -0.380, -1.745)
C (2.312, 0.649, -1.198)
H (-2.497, 0.043, 2.437)
H (-1.441, -1.089, 1.570)
H (-2.878, -0.419, 0.776)
H (-1.687, 1.943, 0.919)
H (-1.461, -1.611, -1.321)
H (0.578, 1.742, 0.178)
H (2.566, -1.086, 0.226)
H (1.378, -0.881, -2.634)
H (-0.752, -1.460, -1.164)
H (2.784, 1.613, -1.318)

Atomic partial charges in e from the Löwdin method, atoms 1 to 5: number 1, C, carries -0.1179; number 2, C, carries -0.1510; number 3, C, carries -0.1945; number 4, O, carries -0.0949; number 5, C, carries -0.3037



[3]
C35H33CoNO3P | wB97M-V/def2-TZVPD

Max |F|   0.324 eV/A
⟨S²⟩   6.047
Spin multiplicity   5
E   -91365.5706 eV
Total charge   +2
LUMO level (alpha / beta)   -5.79 / -6.15 eV

CARTESIAN COORDINATES (ANGSTROEM)
Co (0.035, -0.437, 0.004)
O (0.058, -2.006, 1.316)
C (0.927, -2.444, 2.403)
C (2.244, -1.716, 2.301)
C (2.088, -0.191, 2.486)
C (2.543, 0.618, 1.304)
C (3.732, 1.332, 1.333)
C (4.118, 2.075, 0.231)
C (3.298, 2.098, -0.888)
C (2.135, 1.361, -0.861)
N (1.765, 0.630, 0.205)
H (-0.668, -2.626, 1.184)
H (1.062, -3.521, 2.312)
H (0.425, -2.220, 3.346)
H (2.719, -1.950, 1.344)
H (2.896, -2.122, 3.074)
H (2.651, 0.138, 3.357)
H (1.043, 0.053, 2.695)
H (4.344, 1.305, 2.223)
H (5.044, 2.635, 0.246)
H (3.551, 2.675, -1.766)
H (1.458, 1.358, -1.706)
O (-2.219, -2.533, -0.397)
C (-2.995, -1.715, -0.075)
C (-3.878, -0.769, 0.299)
C (-5.277, -1.104, 0.375)
C (-6.181, -0.142, 0.716)
C (-5.778, 1.176, 0.992)
C (-4.435, 1.511, 0.929)
C (-3.459, 0.579, 0.604)
P (-1.730, 1.086, 0.582)
C (-1.309, 1.604, 2.267)
C (-1.968, 1.033, 3.356)
C (-1.569, 1.346, 4.648)
C (-0.523, 2.233, 4.859)
C (0.135, 2.805, 3.777)
C (-0.247, 2.484, 2.484)
C (-1.656, 2.568, -0.453)
C (-1.425, 2.397, -1.818)
C (-1.438, 3.491, -2.669)
C (-1.678, 4.760, -2.160)
C (-1.909, 4.934, -0.802)
C (-1.900, 3.843, 0.053)
H (-5.594, -2.112, 0.148)
H (-7.230, -0.402, 0.765)
H (-6.510, 1.926, 1.253)
H (-4.135, 2.529, 1.145)
H (-2.802, 0.361, 3.196)
H (-2.090, 0.911, 5.491)
H (-0.228, 2.490, 5.868)
H (0.941, 3.507, 3.942)
H (0.270, 2.933, 1.643)
H (-1.249, 1.402, -2.215)
H (-1.268, 3.356, -3.729)
H (-1.688, 5.615, -2.823)
H (-2.102, 5.923, -0.407)
H (-2.084, 3.990, 1.110)
C (-0.180, -1.051, -4.263)
C (0.375, -1.426, -2.927)
O (-0.055, -0.800, -1.940)
C (1.381, -2.482, -2.819)
C (1.818, -2.924, -1.565)
C (2.776, -3.912, -1.464)
C (3.317, -4.472, -2.617)
C (2.890, -4.047, -3.867)
C (1.924, -3.062, -3.970)
H (-0.933, -0.277, -4.147)
H (-0.625, -1.923, -4.744)
H (0.616, -0.689, -4.916)
H (1.386, -2.514, -0.663)
H (3.103, -4.258, -0.492)
H (4.069, -5.246, -2.538)
H (3.309, -4.486, -4.762)
H (1.600, -2.746, -4.952)

Atomic partial charges in e from the Löwdin method, atoms 1 to 5: number 1, Co, carries 0.6949; number 2, O, carries -0.1516; number 3, C, carries -0.1622; number 4, C, carries -0.1386; number 5, C, carries -0.1099



[4]
C27H24N6OPdS3 | wB97M-V/def2-TZVPD

Max |F|   0.213 eV/A
Spin multiplicity   1
E   -75364.6590 eV
Total charge   -2
LUMO level   3.30 eV

CARTESIAN COORDINATES (ANGSTROEM)
Pd (-0.327, 3.324, 0.944)
C (0.992, -10.252, 2.294)
O (-0.185, -9.503, 2.470)
C (-0.092, -8.146, 2.272)
C (1.071, -7.486, 1.907)
C (1.050, -6.104, 1.732)
C (-0.109, -5.361, 1.917)
C (-1.273, -6.051, 2.282)
C (-1.266, -7.418, 2.456)
C (-0.165, -3.911, 1.746)
N (-1.263, -3.192, 1.800)
C (-0.869, -1.890, 1.591)
C (0.498, -1.831, 1.411)
N (0.932, -3.129, 1.510)
C (1.264, -0.633, 1.179)
C (2.606, -0.543, 0.992)
C (3.199, 0.754, 0.769)
C (2.370, 1.851, 0.763)
N (1.047, 1.819, 0.940)
C (0.429, 0.553, 1.154)
C (-0.918, 0.527, 1.315)
N (-1.603, 1.762, 1.255)
C (-2.928, 1.762, 1.411)
C (-3.691, 0.640, 1.642)
C (-3.028, -0.627, 1.711)
C (-1.683, -0.691, 1.551)
H (0.731, -11.288, 2.497)
H (1.778, -9.937, 2.988)
H (1.372, -10.172, 1.271)
H (1.997, -8.021, 1.751)
H (1.971, -5.616, 1.434)
H (-2.178, -5.476, 2.423)
H (-2.166, -7.949, 2.739)
H (1.889, -3.424, 1.446)
H (3.227, -1.436, 1.007)
H (4.263, 0.878, 0.623)
H (2.790, 2.842, 0.609)
H (-3.399, 2.737, 1.341)
H (-4.763, 0.727, 1.750)
H (-3.586, -1.541, 1.884)
S (-0.404, 7.839, 0.467)
C (-0.381, 6.184, 0.682)
S (-1.751, 5.160, 0.877)
S (1.037, 5.192, 0.714)
N (-2.104, 2.863, -2.815)
C (-1.200, 3.440, -3.246)
N (-0.162, 4.082, -3.775)
C (-0.368, 4.840, -5.001)
C (-0.541, 6.328, -4.723)
C (0.649, 6.847, -3.921)
C (0.793, 6.054, -2.625)
C (0.906, 4.558, -2.883)
H (-1.230, 4.425, -5.521)
H (0.513, 4.688, -5.638)
H (-1.458, 6.475, -4.144)
H (-0.653, 6.866, -5.669)
H (0.518, 7.906, -3.689)
H (1.561, 6.756, -4.526)
H (-0.071, 6.243, -1.986)
H (1.659, 6.385, -2.052)
H (0.838, 4.011, -1.943)
H (1.864, 4.312, -3.358)

Atomic partial charges in e from the Löwdin method, atoms 1 to 5: number 1, Pd, carries 0.4979; number 2, C, carries -0.1132; number 3, O, carries -0.0997; number 4, C, carries -0.2931; number 5, C, carries -0.0374



[5]
C7H26O7 | wB97M-V/def2-TZVPD

Max |F|   3.233 eV/A
⟨S²⟩   0.757
Spin multiplicity   2
E   -22003.5638 eV
Total charge   +1
LUMO level (alpha / beta)   -4.45 / -8.83 eV

CARTESIAN COORDINATES (ANGSTROEM)
C (1.559, 0.117, -1.010)
C (0.120, 0.158, -0.478)
C (-0.199, 1.486, 0.255)
C (0.245, 1.479, 1.656)
C (1.456, 1.913, 2.049)
C (-1.030, -0.312, 2.793)
C (-0.719, 0.982, 2.631)
H (2.264, 0.429, -0.249)
H (1.620, 0.778, -1.879)
H (1.796, -0.884, -1.287)
H (-0.578, -0.007, -1.296)
H (-0.048, -0.666, 0.196)
H (-1.285, 1.706, 0.233)
H (0.241, 2.334, -0.317)
H (2.207, 2.316, 1.383)
H (1.807, 1.899, 3.050)
H (-0.610, -1.108, 2.191)
H (-1.744, -0.617, 3.526)
H (-1.159, 1.716, 3.258)
H (1.865, -0.357, 1.493)
H (1.693, -1.340, 2.694)
O (2.042, -1.289, 1.773)
H (2.028, -3.533, -0.364)
H (1.558, -2.354, 0.570)
O (1.206, -3.012, -0.091)
H (-1.380, 1.079, -3.794)
H (-2.143, 0.437, -2.633)
O (-1.565, 0.257, -3.336)
H (-4.057, 0.704, -1.562)
H (-3.039, -0.081, -0.843)
O (-3.187, 0.807, -1.276)
H (2.327, 3.279, -1.063)
H (3.364, 2.171, -1.210)
O (3.123, 2.948, -0.670)
H (-3.168, -2.338, 0.259)
H (-2.161, -2.058, -0.891)
O (-2.913, -1.719, -0.412)
H (-0.643, -1.869, -2.354)
H (-0.053, -2.793, -1.194)
O (-0.840, -2.660, -1.800)

Atomic partial charges in e from the Löwdin method, atoms 1 to 5: number 1, C, carries -0.0679; number 2, C, carries -0.1991; number 3, C, carries -0.0960; number 4, C, carries -0.2064; number 5, C, carries 0.2514



[6]
C4H11N2O | wB97M-V/def2-TZVPD

Max |F|   6.309 eV/A
Spin multiplicity   1
E   -9346.7107 eV
Total charge   +1
LUMO level   -3.90 eV

CARTESIAN COORDINATES (ANGSTROEM)
O (1.162, 1.188, 1.089)
C (0.469, 0.217, 1.188)
N (0.061, -0.403, 2.350)
C (-0.054, -0.424, -0.124)
N (-1.625, -0.284, -0.047)
C (0.035, -0.259, -2.736)
C (0.528, 0.235, -1.385)
H (-0.133, -1.400, 2.365)
H (0.523, 0.005, 3.223)
H (0.313, -1.572, -0.058)
H (-2.003, -0.479, -0.975)
H (-2.042, 0.672, 0.110)
H (-2.082, -0.964, 0.653)
H (0.423, -1.154, -3.088)
H (0.200, 0.352, -3.630)
H (-1.040, -0.433, -2.614)
H (1.516, 0.305, -1.252)
H (0.104, 1.363, -1.220)

Atomic partial charges in e from the Löwdin method, atoms 1 to 5: number 1, O, carries 0.1238; number 2, C, carries -0.5339; number 3, N, carries 0.1501; number 4, C, carries -0.1909; number 5, N, carries 0.2108



[7]
C47H40BrN13O3SZn | wB97M-V/def2-TZVPD

Max |F|   2.598 eV/A
Spin multiplicity   1
E   -204197.8525 eV
LUMO level   -0.15 eV

CARTESIAN COORDINATES (ANGSTROEM)
Zn (1.406, -0.581, 0.172)
Br (2.279, -5.234, -5.814)
C (3.294, -5.583, -4.253)
C (3.169, -6.806, -3.618)
C (3.916, -7.053, -2.476)
C (4.750, -6.077, -1.949)
C (4.879, -4.859, -2.613)
C (4.158, -4.613, -3.770)
N (5.576, -6.438, -0.831)
N (5.801, -5.640, 0.096)
C (5.084, -4.418, 0.235)
C (5.834, -3.332, 0.629)
C (5.323, -2.034, 0.678)
C (3.989, -1.777, 0.370)
O (3.455, -0.607, 0.375)
C (3.166, -2.930, 0.054)
N (1.852, -2.665, -0.173)
C (1.026, -3.659, -0.408)
C (1.437, -5.000, -0.350)
C (2.751, -5.284, -0.111)
C (3.688, -4.236, 0.028)
H (2.510, -7.563, -4.019)
H (3.849, -8.011, -1.973)
H (5.550, -4.104, -2.224)
H (4.263, -3.670, -4.289)
H (6.881, -3.510, 0.849)
H (5.953, -1.199, 0.957)
H (-0.004, -3.404, -0.626)
H (0.708, -5.788, -0.480)
H (3.073, -6.312, -0.001)
C (2.962, 4.565, 0.255)
N (2.618, 3.275, -0.312)
C (1.791, 2.350, 0.157)
N (1.749, 1.333, -0.683)
C (2.647, 1.685, -1.649)
N (3.179, 2.869, -1.477)
C (2.312, 5.662, -0.543)
C (2.975, 6.829, -0.893)
C (2.317, 7.805, -1.644)
C (1.002, 7.613, -2.049)
C (0.346, 6.444, -1.673)
C (1.001, 5.487, -0.928)
C (-1.035, 6.171, -2.057)
N (-1.848, 6.813, -2.820)
N (-3.037, 6.069, -2.826)
C (-2.828, 5.047, -2.070)
O (-1.585, 5.048, -1.553)
C (-3.693, 3.930, -1.690)
C (-4.937, 3.740, -2.277)
C (-5.701, 2.654, -1.878)
C (-5.237, 1.777, -0.906)
C (-3.995, 1.969, -0.307)
C (-3.533, 0.996, 0.771)
N (-2.439, 1.468, 1.605)
C (-1.131, 1.590, 1.318)
N (-0.507, 2.247, 2.273)
C (-1.516, 2.510, 3.150)
N (-2.700, 2.060, 2.792)
C (-3.232, 3.051, -0.711)
H (4.045, 4.660, 0.257)
H (2.614, 4.576, 1.287)
H (1.204, 2.446, 1.064)
H (2.879, 1.063, -2.498)
H (4.010, 6.973, -0.602)
H (2.839, 8.712, -1.919)
H (0.478, 8.350, -2.642)
H (0.472, 4.584, -0.645)
H (-5.286, 4.434, -3.031)
H (-6.674, 2.489, -2.324)
H (-5.856, 0.939, -0.602)
H (-3.240, 0.042, 0.331)
H (-4.361, 0.810, 1.449)
H (-0.675, 1.170, 0.430)
H (-1.365, 3.035, 4.080)
H (-2.272, 3.251, -0.258)
C (-0.801, 1.241, 5.101)
C (-0.594, -0.265, 4.964)
N (-1.297, -0.847, 3.817)
C (-2.619, -1.440, 4.068)
C (-3.774, -0.502, 3.740)
C (-0.790, -0.825, 2.570)
S (0.780, -0.114, 2.379)
N (-1.614, -1.347, 1.647)
C (-1.452, -1.390, 0.332)
O (-0.524, -0.937, -0.385)
C (-2.573, -2.047, -0.429)
C (-2.466, -2.152, -1.814)
C (-3.462, -2.775, -2.550)
C (-4.576, -3.299, -1.907)
C (-4.691, -3.192, -0.526)
C (-3.694, -2.569, 0.210)
H (-0.233, 1.613, 5.956)
H (-1.854, 1.482, 5.257)
H (-0.453, 1.756, 4.205)
H (-0.965, -0.772, 5.853)
H (0.466, -0.487, 4.870)
H (-2.645, -1.718, 5.121)
H (-2.701, -2.349, 3.479)
H (-3.742, 0.399, 4.355)
H (-4.728, -1.003, 3.922)
H (-3.731, -0.210, 2.690)
H (-1.593, -1.743, -2.302)
H (-3.369, -2.857, -3.626)
H (-5.355, -3.787, -2.480)
H (-5.557, -3.600, -0.020)
H (-3.774, -2.474, 1.286)

Atomic partial charges in e from the Löwdin method, atoms 1 to 5: number 1, Zn, carries 0.5243; number 2, Br, carries 0.7259; number 3, C, carries -0.6975; number 4, C, carries -0.1241; number 5, C, carries -0.0423